Record 1
Entry from OMol25: 9 unconnected molecules or ions with the total composition C22H64N2O16 (ωB97M-V/def2-TZVPD).

Structure (XYZ):
```
104
Properties=species:S:1:pos:R:3:mulliken_charge:R:1
C 2.11 2.85 -2.12 -0.921
O 2.98 3.50 -3.02 -0.448
C 2.90 4.96 -2.76 -0.632
C 4.08 5.84 -3.14 0.432
C 3.95 7.35 -3.14 -1.255
N 4.70 5.31 -4.36 -0.813
H 1.82 1.95 -2.67 0.284
H 1.18 3.36 -1.88 0.385
H 2.60 2.36 -1.28 0.407
H 2.05 5.25 -3.38 0.311
H 2.63 5.10 -1.72 0.294
H 4.76 5.42 -2.40 0.313
H 4.94 7.80 -3.19 0.333
H 3.46 7.61 -2.20 0.347
H 3.20 7.74 -3.83 0.339
H 4.59 4.31 -4.33 0.317
H 5.67 5.59 -4.27 0.264
C -2.20 0.71 2.98 -0.769
O -1.99 0.71 1.62 -0.413
C -1.91 -0.50 0.97 -0.718
C -0.48 -0.55 0.84 1.961
C 0.15 0.46 -0.15 -0.061
N -0.10 -1.83 0.43 0.039
H -1.34 0.25 3.46 0.189
H -2.99 0.12 3.45 0.322
H -2.36 1.74 3.28 0.327
H -2.35 -1.27 1.59 0.407
H -2.57 -0.51 0.11 0.137
H 0.00 -0.44 1.81 -0.410
H 1.22 0.28 -0.25 -0.007
H -0.03 1.49 0.16 0.388
H -0.40 0.31 -1.08 -0.979
H -0.70 -1.98 -0.37 -0.421
H 0.85 -1.76 0.09 0.022
O 2.93 -2.48 -1.13 -0.482
C 1.88 -3.02 -1.99 0.401
C 1.50 -4.55 -1.90 -0.499
O 2.55 -5.41 -2.17 -0.564
H 3.75 -2.36 -1.63 0.289
H 0.93 -2.52 -1.83 -0.362
H 2.10 -2.89 -3.05 0.339
H 0.61 -4.85 -2.45 0.410
H 1.37 -4.80 -0.85 0.189
H 2.37 -6.03 -2.88 0.330
O 2.48 4.87 4.01 -0.546
C 1.19 4.54 3.41 -0.675
C 1.36 3.20 2.64 0.127
O 2.22 3.42 1.55 -0.297
H 2.57 4.35 4.81 0.302
H 0.57 4.45 4.30 0.358
H 0.75 5.30 2.76 0.320
H 0.45 2.75 2.23 -0.020
H 1.92 2.53 3.28 0.211
H 3.06 3.14 1.93 0.236
O 4.44 -0.78 0.77 -0.611
C 3.67 0.22 1.50 1.294
C 4.63 1.07 2.30 -0.943
O 4.94 2.37 1.69 -0.574
H 3.84 -1.36 0.29 0.360
H 3.11 0.82 0.79 -0.422
H 2.97 -0.22 2.21 0.023
H 5.49 0.57 2.74 0.413
H 4.03 1.42 3.14 0.279
H 5.57 2.27 0.97 0.312
O -8.18 -1.14 0.56 -0.544
C -7.01 -0.41 1.00 -0.450
C -6.21 0.02 -0.28 -0.492
O -5.29 -0.94 -0.79 -0.361
H -7.86 -2.03 0.38 0.310
H -7.25 0.50 1.54 0.386
H -6.40 -1.04 1.64 0.230
H -5.64 0.88 0.09 0.322
H -6.86 0.32 -1.09 0.351
H -5.83 -1.48 -1.38 0.259
O -1.45 -1.84 -2.40 0.060
C -2.18 -1.58 -3.61 -0.357
C -1.59 -0.31 -4.24 -0.555
O -1.69 0.76 -3.30 -0.572
H -1.84 -2.59 -1.95 0.023
H -2.03 -2.42 -4.28 0.371
H -3.22 -1.62 -3.30 0.203
H -2.22 0.08 -5.04 0.366
H -0.58 -0.38 -4.64 0.233
H -1.57 0.30 -2.47 0.177
O 0.07 -1.76 6.64 -0.545
C 0.30 -2.82 5.77 -0.531
C -0.10 -2.25 4.36 0.188
O 0.19 -3.12 3.24 -0.570
H -0.74 -1.90 7.12 0.318
H 1.35 -3.11 5.81 0.268
H -0.33 -3.64 6.10 0.349
H 0.51 -1.35 4.30 0.117
H -1.11 -1.85 4.33 0.118
H -0.33 -2.93 2.45 0.247
O -4.97 -5.01 -1.53 -0.510
C -3.68 -5.35 -1.99 -0.367
C -2.68 -5.01 -0.87 -0.605
O -2.60 -3.61 -0.69 -0.348
H -5.61 -5.63 -1.89 0.282
H -3.49 -6.42 -2.08 0.450
H -3.44 -4.77 -2.88 0.182
H -1.63 -5.26 -1.06 0.293
H -3.00 -5.38 0.10 0.373
H -3.47 -3.47 -0.32 0.155
```

Its spin multiplicity is 1. Its SMILES is COC[C@H](C)N.COC[C@H](C)N.OCCO.OCCO.OCCO.OCCO.OCCO.OCCO.OCCO. The calculation puts the energy above the lowest of the compared OMol25 structures with the same formula, charge and spin at 107.4 kcal/mol. The value obtained for the LUMO energy is -0.0012 Ha. For the HOMO energy, the calculation gives -8.50 eV.

---

Record 2
Entry from OMol25: 2 unconnected molecules or ions with the total composition C3H11N2 (ωB97M-V/def2-TZVPD).

Structure (XYZ):
```
16
Properties=species:S:1:pos:R:3:mulliken_charge:R:1
C 1.95 -0.59 -2.05 -0.261
N 1.36 -0.81 -0.95 -0.540
H 1.71 -1.14 -2.99 0.251
H 2.48 0.34 -2.11 0.280
H 0.26 0.12 -0.21 0.389
H 1.24 -1.89 -0.82 0.235
C -0.48 1.65 1.01 -0.824
N -0.31 0.18 0.71 -0.104
C -1.55 -0.66 0.57 -0.963
H -1.26 2.09 0.42 0.351
H -0.39 1.71 2.16 0.327
H 0.51 2.17 0.74 0.339
H 0.23 -0.31 1.40 0.378
H -2.27 -0.55 1.45 0.387
H -1.28 -1.66 0.91 0.361
H -2.21 -0.66 -0.25 0.394
```

Its spin multiplicity is 1. Its charge is +1. The calculation puts the energy above the lowest of the compared OMol25 structures with the same formula, charge and spin at 63.7 kcal/mol. The value obtained for the LUMO energy is -0.1257 Ha. For the HOMO energy, the calculation gives -14.48 eV.

---

Record 3
Entry from OMol25: a molecular structure, C29H40F5N5O2PPbSSe (ωB97M-V/def2-TZVPD).

Structure (XYZ):
```
85
Properties=species:S:1:pos:R:3:mulliken_charge:R:1
Pb 0.53 0.69 1.28 1.309
N -1.98 0.08 1.69 -0.518
C -2.88 -0.26 0.56 0.107
C -3.78 0.94 0.21 -1.055
C -4.27 1.14 -1.23 -0.987
C -5.19 0.11 -1.89 -1.034
N -6.24 -0.43 -1.02 -0.106
C -6.44 -1.73 -0.80 0.753
N -7.63 -2.15 -0.37 -0.396
N -5.45 -2.61 -0.96 -0.197
C -2.12 -0.76 -0.65 0.688
O -2.62 -1.54 -1.42 -0.858
O -0.88 -0.31 -0.81 -0.439
H -2.09 -0.57 2.46 0.291
H -2.24 0.99 2.06 0.312
H -3.49 -1.12 0.84 0.354
H -3.22 1.85 0.44 0.702
H -4.63 0.93 0.90 0.413
H -3.42 1.28 -1.90 0.297
H -4.79 2.11 -1.22 0.564
H -4.62 -0.72 -2.30 0.515
H -5.67 0.59 -2.75 0.389
H -7.02 0.17 -0.83 0.261
H -8.44 -1.56 -0.45 0.220
H -7.77 -3.10 -0.07 0.223
H -4.51 -2.31 -1.19 0.049
H -5.65 -3.59 -0.98 0.267
C 3.89 0.96 1.06 -1.547
C 3.97 -0.54 1.38 1.902
C 3.95 -0.74 2.89 -1.768
C 5.29 -1.06 0.81 -1.622
P 2.43 -1.31 0.63 0.782
C 2.64 -1.15 -1.18 0.345
C 3.60 -1.79 -1.84 -0.795
C 3.82 -1.57 -3.31 -1.190
C 3.60 -0.11 -3.74 -0.801
C 2.25 0.29 -3.25 -1.257
C 1.69 -0.25 -1.94 -1.232
C 2.13 -3.10 1.09 1.855
C 3.41 -3.95 1.11 -1.542
C 1.47 -3.14 2.47 -1.630
C 1.15 -3.68 0.07 -1.693
H 4.82 1.44 1.39 0.571
H 3.10 1.48 1.62 0.215
H 3.78 1.16 0.00 0.206
H 4.78 -0.17 3.33 0.575
H 4.10 -1.78 3.17 0.297
H 3.03 -0.38 3.35 0.199
H 6.11 -0.59 1.36 0.554
H 5.41 -0.79 -0.24 0.360
H 5.41 -2.14 0.91 0.316
H 4.27 -2.47 -1.34 0.488
H 4.75 -2.01 -3.65 0.891
H 4.36 0.59 -4.04 0.534
H 1.98 1.32 -3.45 0.870
H 1.39 0.62 -1.34 1.093
H 4.11 -3.62 1.88 0.365
H 3.92 -3.97 0.15 0.250
H 3.13 -4.98 1.34 0.527
H 2.14 -2.80 3.26 0.271
H 1.20 -4.17 2.69 0.594
H 0.55 -2.55 2.48 0.214
H 1.55 -3.70 -0.95 0.348
H 0.21 -3.13 0.05 0.202
H 0.93 -4.71 0.36 0.553
F 2.87 -2.88 -7.78 -0.252
C 2.62 -2.21 -6.68 0.279
C 2.96 -2.68 -5.48 -0.635
F 3.57 -3.86 -5.32 -0.306
C 2.63 -1.94 -4.25 2.258
F 1.56 -2.63 -3.57 -0.478
C 2.33 -0.50 -4.53 -0.365
Se -0.02 -1.19 -2.29 0.364
C 1.82 -0.08 -5.83 -0.268
F 1.23 1.11 -5.92 -0.297
C 1.95 -0.91 -6.86 0.548
F 1.51 -0.64 -8.07 -0.268
S 0.50 0.22 6.23 -0.025
C 0.11 1.77 5.64 -0.283
C 0.09 1.76 4.29 -0.659
N 0.37 0.53 3.72 0.227
C 0.61 -0.37 4.65 -0.347
H -0.07 2.60 6.30 0.460
H -0.11 2.61 3.66 0.403
H 0.85 -1.40 4.44 0.220
```

Its spin multiplicity is 1. Its charge is +3. The calculation puts the energy above the lowest of the compared OMol25 structures with the same formula, charge and spin at 44.1 kcal/mol. The value obtained for the LUMO energy is -0.2987 Ha. For the HOMO energy, the calculation gives -14.76 eV.